Arrangement a

Computed, not measured: a 2-piece molecular cluster, C2H4NPS overall, with ωB97M-V with the def2-TZVPD basis set.

- orbital gap (spin up / spin down) (Ha) = 0.270 / 0.270
- LUMO energy (spin up / spin down) (eV) = -1.02 / -1.02
- HOMO (spin up / spin down) (eV) = -8.38 / -8.38
- charge = 0

```
9
C2H4NPS (ωB97M-V with the def2-TZVPD basis set)
C -0.234 0.198 0.639
C -0.943 0.649 -1.416
N 0.572 -0.192 1.538
P 2.223 -0.349 1.849
S 2.604 -2.132 1.216
H -0.194 0.111 -2.000
H -1.281 0.050 0.841
H -0.796 1.651 -1.247
H -1.950 0.013 -1.421
```

Arrangement b

Computed, not measured: one molecule with the formula C2H4NPS, with ωB97M-V with the def2-TZVPD basis set.

- orbital gap (spin up / spin down) (Ha) = 0.278 / 0.305
- LUMO energy (spin up / spin down) (eV) = -0.93 / -0.95
- HOMO (spin up / spin down) (eV) = -8.51 / -9.24
- charge = 0

```
9
C2H4NPS (ωB97M-V with the def2-TZVPD basis set)
C -1.043 -0.152 -0.983
C 0.696 -0.301 0.566
N -0.513 2.147 -1.029
P -0.388 1.202 0.151
S 0.407 -0.956 -1.144
H -1.194 0.502 -1.845
H 1.799 -0.183 0.818
H 0.149 -0.940 1.332
H -0.909 1.504 1.438
```

Name the least stable of them. arrangement b.

Arrangement a

Computed, not measured: a 2-piece molecular cluster, C4H11NOS overall, with ωB97M-V with the def2-TZVPD basis set.

- orbital gap (Ha) = 0.343
- LUMO energy (eV) = 0.75
- SMILES = CC(N)=O.CSC
- HOMO (eV) = -8.60
- charge = 0

```
18
C4H11NOS (ωB97M-V with the def2-TZVPD basis set)
C -1.272 1.830 -0.269
C 0.020 2.024 -1.018
N 1.029 2.576 -0.280
O 0.180 1.718 -2.183
H -1.235 0.921 0.336
H -2.093 1.781 -0.977
H -1.443 2.638 0.445
H 1.946 2.655 -0.684
H 0.909 2.745 0.703
C 0.727 -1.090 -0.351
S 0.452 -1.422 1.410
C -0.292 -3.063 1.263
H -0.224 -0.987 -0.870
H 1.279 -1.918 -0.795
H 1.312 -0.182 -0.435
H -0.193 -3.558 2.227
H -1.339 -3.020 0.967
H 0.237 -3.649 0.512
```

Arrangement b

Computed, not measured: one molecule with the formula C4H11NOS, with ωB97M-V with the def2-TZVPD basis set.

- orbital gap (Ha) = 0.348
- LUMO energy (eV) = 0.81
- SMILES = OCNCCCS
- HOMO (eV) = -8.65
- charge = 0

```
18
C4H11NOS (ωB97M-V with the def2-TZVPD basis set)
O 2.332 1.964 -0.228
C 2.138 0.581 -0.007
N 0.808 0.114 -0.324
C -0.227 0.514 0.604
C -1.586 -0.096 0.388
C -1.702 -1.582 -0.033
S -1.237 -2.065 -1.728
H 2.513 2.472 0.551
H 2.816 0.034 -0.652
H 2.376 0.336 1.033
H 0.681 0.468 -1.270
H 0.194 0.440 1.612
H -0.420 1.600 0.553
H -2.153 0.451 -0.370
H -2.192 -0.067 1.296
H -2.729 -1.942 -0.006
H -1.125 -2.200 0.657
H -0.486 -1.024 -2.077
```

Name the least stable of them. arrangement b.

Arrangement a

Computed, not measured: a 6-piece molecular cluster, C2H16O5 overall, with ωB97M-V with the def2-TZVPD basis set.

- orbital gap (Ha) = 0.413
- LUMO energy (eV) = 0.47
- SMILES = CC.O.O.O.O.O
- HOMO (eV) = -10.78
- charge = 0

```
23
C2H16O5 (ωB97M-V with the def2-TZVPD basis set)
C 0.999 -1.920 -0.153
C -0.445 -2.237 -0.265
H 1.281 -1.089 0.446
H 1.393 -2.806 0.301
H 1.434 -1.878 -1.168
H -0.796 -2.820 0.613
H -0.597 -2.885 -1.137
H -1.231 -1.426 -0.413
O -4.617 -0.684 0.359
H -5.174 0.007 -0.128
H -4.217 -1.126 -0.404
O 2.728 -0.452 -2.899
H 3.541 -0.507 -3.445
H 2.830 0.338 -2.332
O -3.246 2.743 1.339
H -4.098 3.159 1.675
H -3.415 2.541 0.356
O 2.272 1.581 -0.676
H 2.001 1.377 0.220
H 2.976 2.247 -0.580
O 2.041 2.005 2.382
H 2.198 2.705 3.076
H 2.143 1.127 2.830
```

Arrangement b

Computed, not measured: a 6-piece molecular cluster, C2H16O5 overall, with ωB97M-V with the def2-TZVPD basis set.

- orbital gap (Ha) = 0.421
- LUMO energy (eV) = 0.31
- SMILES = CC.O.O.O.O.O
- HOMO (eV) = -11.14
- charge = 0

```
23
C2H16O5 (ωB97M-V with the def2-TZVPD basis set)
C -0.730 1.183 1.734
C 0.528 0.804 0.901
H -0.746 2.289 2.087
H -0.583 0.486 2.651
H -1.605 0.772 1.258
H 0.346 0.278 -0.002
H 1.069 1.677 0.615
H 1.313 0.041 1.180
O 2.833 3.203 1.978
H 2.446 2.426 2.111
H 2.467 3.895 2.389
O -1.308 -1.661 1.576
H -0.449 -1.877 1.224
H -1.859 -2.167 1.030
O -0.137 1.104 -2.777
H 0.751 0.966 -3.088
H -0.104 1.670 -2.066
O -0.141 -4.187 -1.346
H 0.039 -3.371 -1.022
H -0.385 -3.886 -2.295
O -1.160 -1.451 -2.425
H -2.033 -1.214 -2.740
H -0.554 -0.981 -2.974
```

Name the least stable of them. arrangement b.